# 1
ORCA calculation (ωB97M-V/def2-TZVPD) on a molecular structure, C28H23F5O3PRuS in a non-equilibrium geometry.

## Properties
Lowest unoccupied orbital energy (alpha / beta) ... 0.1 / -3.8 eV
E_HOMO (alpha / beta) ... -5.7 / -8.1 eV
HOMO-LUMO gap (alpha / beta) ... 5.8 / 4.3 eV
DFT total energy ... -2639.91354 Ha
Spin multiplicity ... 6
<S²> ... 8.7929

Structure (XYZ):
```
62
Properties=species:S:1:pos:R:3:forces:R:3
Ru 0.000000 0.000000 0.000000 -1.3166 -2.2671 -0.4107
C 1.724600 -0.825500 3.491000 0.1626 -0.5191 0.2617
C 1.374400 0.249000 2.451100 0.5376 0.2165 1.6211
C 1.493700 1.648200 3.095200 -0.0564 0.0108 0.3490
O 0.007200 0.000000 2.024000 0.1345 0.1558 3.2598
C 2.391900 0.164300 1.293100 1.6982 -0.2417 -2.3334
O 3.589600 0.277900 1.510800 -1.5558 -0.1486 0.5253
O 1.965400 0.000000 0.007200 0.3676 0.3396 2.4186
H 1.014200 -0.779500 4.344500 0.3586 0.0471 -0.5802
H 2.754400 -0.683700 3.884800 -0.6703 -0.0340 -0.4079
H 1.655600 -1.836300 3.034300 0.0324 0.6097 0.2756
H 0.798600 1.740700 3.957400 0.3414 -0.1160 -0.5154
H 1.237900 2.433300 2.351600 0.0823 -0.6895 0.9871
H 2.526700 1.832400 3.462800 -0.6378 -0.2717 -0.3351
H -0.620400 0.682000 2.337600 0.6822 -0.1510 0.3414
F -2.675500 0.000000 -5.967400 0.0370 0.0012 0.4528
C -2.625400 0.000000 -4.626000 -0.0258 0.0398 -0.3883
C -1.399800 0.000000 -3.979200 0.5365 -0.0722 0.4326
F -0.271800 0.000000 -4.708500 -0.4239 0.0351 0.2744
C -1.326000 0.000000 -2.585300 -1.7398 -1.6580 -2.2575
F -0.078000 0.000000 -2.068000 -0.4503 0.0323 -2.8983
C -2.516700 0.000000 -1.817500 -0.3257 -2.1322 -0.0280
S -2.534200 0.000000 -0.078000 0.8314 -0.1929 0.1332
C -3.750900 0.000000 -2.498800 0.4222 -0.1980 -0.5062
F -4.925500 0.000000 -1.842800 0.7946 0.0546 -0.0981
C -3.797100 0.000000 -3.890000 -0.3574 -0.0774 0.1597
F -4.979700 0.000000 -4.525800 0.4859 0.0252 0.2411
C -2.992300 4.634100 -2.837500 0.0336 -0.1579 0.0277
C -2.172000 5.401500 -2.015100 0.2152 -0.2574 0.2195
C -1.264300 4.779300 -1.153900 -0.0645 0.0992 -0.0072
C -1.161300 3.380400 -1.103800 -0.5138 0.0617 -0.8233
C -1.996800 2.622500 -1.939600 0.2161 1.0688 0.2059
C -2.905600 3.244700 -2.800200 0.2003 0.2087 0.1977
P 0.000000 2.502100 0.000000 -0.3587 1.2763 0.2699
C -0.433100 3.282400 1.593300 0.2520 -2.1309 -3.3011
C 0.195900 4.413000 2.132000 1.1827 4.1766 3.2584
C -0.216300 4.951900 3.355900 1.9088 -0.1041 -2.6899
C -1.273000 4.375900 4.056200 -0.0019 1.7034 2.1243
C -1.919000 3.260300 3.534800 -0.5449 -3.2283 -3.1664
C -1.501300 2.718700 2.316300 -2.8175 -0.3725 3.3231
C 1.639500 3.139300 -0.473300 0.7168 0.2680 -0.1508
C 2.717900 3.058000 0.424100 0.1935 0.2333 -0.0593
C 3.997700 3.492600 0.063700 -0.3860 -0.0678 -0.0872
C 4.230900 3.991600 -1.214400 -0.0897 -0.0398 0.0948
C 3.188300 4.045900 -2.132700 -0.2806 -0.2245 0.2293
C 1.908800 3.614900 -1.768000 0.0478 0.0584 -0.0844
H -3.699900 5.118300 -3.505300 0.1033 -0.0635 0.0940
H -2.237200 6.486200 -2.039800 0.0364 -0.1748 0.0287
H -0.634200 5.404100 -0.525700 -0.0218 -0.1135 -0.0280
H -1.949300 1.535300 -1.928200 0.1352 2.7537 0.1980
H -3.546200 2.642600 -3.439000 0.0916 0.1241 0.1151
H 1.007400 4.907600 1.605000 -0.1017 -0.1364 0.0161
H 0.286000 5.828300 3.756900 -0.0459 -0.1433 -0.1616
H -1.596600 4.800000 5.002900 0.0674 -0.0664 -0.1832
H -2.751700 2.811300 4.069700 0.1351 -0.0058 -0.1627
H -2.031100 1.850300 1.928100 -0.1200 0.2454 -0.0999
H 2.574000 2.649200 1.423100 0.3716 0.3989 -0.6855
H 4.812600 3.429900 0.779800 -0.1702 -0.0598 -0.0849
H 5.226000 4.322400 -1.499100 -0.1423 -0.0387 0.0541
H 3.367100 4.412500 -3.140500 -0.0750 -0.0743 0.1669
H 1.129100 3.646100 -2.525900 -0.0119 0.0334 0.2285
H 0.000000 -1.827700 0.000000 -0.1062 1.9518 -0.0511
```
Forces are in eV/Å.



# 2
ORCA calculation (ωB97M-V/def2-TZVPD) on a molecular structure, C28H23KN5O4 in a non-equilibrium geometry.

## Properties
Energy above the lowest of the compared OMol25 structures with the same formula, charge and spin ... 0.000 eV
Total charge ... -1
Lowest unoccupied orbital energy ... 2.6 eV
E_HOMO ... -3.7 eV
HOMO-LUMO gap ... 6.3 eV
DFT total energy ... -2255.55708 Ha

Structure (XYZ):
```
61
Properties=species:S:1:pos:R:3:forces:R:3
K -0.008297 -0.592767 -0.640252 -0.0401 1.6544 -1.3477
C 4.640403 4.882233 1.851048 -0.0861 -0.1092 0.0741
C 3.409803 4.165833 1.369848 0.1034 0.0254 -0.1555
C 2.121803 4.652233 1.587748 0.1479 -0.0098 -0.0305
C 1.020403 3.982333 1.115648 -0.1171 -0.0899 0.0438
C 1.096603 2.759633 0.396748 0.2089 0.2887 0.1122
N 0.004803 2.094633 -0.021552 0.0208 -0.8617 0.0317
C -1.100097 2.766133 -0.399052 -0.2384 0.3538 -0.0653
C -1.027097 3.995233 -1.104752 0.0913 -0.0872 -0.0703
C -2.129497 4.669033 -1.567152 -0.1330 -0.0076 0.0273
C -3.415897 4.180433 -1.344852 -0.1062 0.0103 0.1652
C -4.647097 4.900533 -1.817452 0.0726 -0.1071 -0.0769
C -3.521897 2.981233 -0.660952 -0.0262 0.1634 -0.1128
C -2.417897 2.284233 -0.196052 0.2012 0.5596 -0.4549
N -2.688697 1.079133 0.489248 -0.1946 0.1511 0.5462
C -3.433097 0.945733 1.602748 -0.1448 -0.2092 0.3038
C -3.531397 -0.403467 1.863648 -0.1845 0.1590 0.0521
C -2.816497 -1.007467 0.824148 -0.1612 -0.0487 0.1369
N -2.323097 -0.097867 0.006148 -0.4839 -0.2529 -0.4114
C 2.415103 2.272133 0.215048 -0.1691 0.5606 0.4623
C 3.517703 2.967133 0.684948 -0.0059 0.1215 0.1032
N 2.686203 1.065933 -0.470052 0.1567 0.2057 -0.5441
C 3.415703 0.947333 -1.594852 0.2362 -0.1639 -0.3692
C 3.527403 -0.398167 -1.865152 0.2058 0.1446 -0.0619
C 2.836003 -1.015567 -0.817452 0.3984 -0.0650 -0.0869
N 2.340003 -0.116967 0.011248 0.3599 -0.3742 1.0064
H 4.462303 5.952633 1.942248 0.0258 0.0721 0.0241
H 5.465403 4.729433 1.155448 0.0812 0.0468 0.0119
H 4.954703 4.506033 2.827248 0.0855 0.0666 0.0610
H 1.982203 5.574733 2.141248 0.0103 0.0503 0.0060
H 0.034003 4.382233 1.306148 -0.0423 0.0319 0.0109
H -0.039297 4.391333 -1.297152 0.0313 0.0366 -0.0195
H -1.991497 5.592133 -2.119452 -0.0186 0.0631 -0.0015
H -4.465697 5.970633 -1.902952 -0.0337 0.0786 -0.0251
H -5.468997 4.745233 -1.118852 -0.0828 0.0500 -0.0129
H -4.966897 4.531133 -2.794452 -0.0783 0.0631 -0.0574
H -4.501997 2.559033 -0.475252 -0.0750 -0.0596 0.0154
H -3.845997 1.793433 2.116448 0.0820 0.1568 0.0218
H -4.055997 -0.879967 2.669648 -0.0307 -0.0164 0.1130
H -2.639497 -2.048267 0.635548 0.1328 -0.1938 -0.0140
H 4.498403 2.545133 0.501948 0.0759 -0.0699 -0.0082
H 3.823803 1.803433 -2.099852 -0.1091 0.1349 -0.0267
H 4.053803 -0.861867 -2.677452 0.0028 -0.0303 -0.1152
H 2.685803 -2.061667 -0.631352 -0.1464 -0.1788 0.0202
O 0.054203 -2.898967 -2.019052 0.0479 0.0223 -0.7597
C 0.002303 -3.343767 -0.863552 0.0003 -1.0336 -0.2764
O -0.045397 -2.673267 0.183348 -0.0806 -1.2999 1.5075
C 0.001703 -4.865267 -0.658852 0.0030 0.0896 0.0222
C 0.001603 -5.794867 -1.688252 0.0076 0.2718 -0.0638
C 0.002103 -7.168367 -1.440452 -0.0003 -0.3106 0.2283
C 0.002403 -7.561567 -0.124852 -0.0028 0.3202 0.4266
O 0.003603 -8.837567 0.409448 0.0006 0.1875 -0.5586
C 0.003303 -8.662767 1.807248 -0.0026 -0.9118 0.8705
O 0.002403 -7.295867 2.121048 0.0007 0.5249 -0.0764
C 0.001803 -6.632467 0.909648 0.0039 -0.3610 -0.4227
C 0.001803 -5.288167 0.670148 -0.0035 -0.2756 0.2587
H 0.000903 -5.437367 -2.705052 0.0056 0.1341 -0.1278
H 0.002503 -7.905667 -2.229452 -0.0023 0.0209 -0.1218
H 0.902803 -9.134567 2.240648 -0.1769 0.1013 -0.1647
H -0.895997 -9.135667 2.240148 0.1791 0.1029 -0.1644
H 0.002003 -4.547467 1.450048 -0.0025 0.1033 0.1408
```
Forces are in eV/Å.